This record from the OMol25 dataset describes 2 unconnected molecules or ions with the total composition C26H32N2O6S. The level of theory is ωB97M-V with the def2-TZVPD basis set.

**Largest force on an atom**: 0.0594 Eh/bohr
**E**: -53582.606 eV
**Structure (SMILES)**: CS(=O)(=O)c1ccc(C2=C(c3ccccc3)C(=O)OC2)cc1.CNC(=O)[C@H](CC(C)C)NC(C)=O

```
67
Properties=species:S:1:pos:R:3:forces:R:3:nbo_charge:R:1
C -2.948406 -1.328285 3.753074 0.00 0.24 -0.28 -0.86
S -3.764885 -1.863145 2.241752 -1.72 -1.90 -0.21 2.12
O -3.263556 -3.200864 1.886677 0.28 1.70 0.32 -0.95
O -5.222357 -1.853966 2.441980 1.95 0.93 -0.26 -0.92
C -3.287222 -0.639585 0.974778 0.01 0.20 -0.15 -0.32
C -1.970358 -0.174861 0.857084 -0.21 0.12 -0.18 -0.13
C -1.630657 0.741596 -0.144550 -0.26 -0.34 0.24 -0.22
C -2.591609 1.205987 -1.054024 -0.24 -0.29 0.22 0.02
C -2.238217 2.139267 -2.140363 1.21 1.20 0.12 0.02
C -1.339882 3.182160 -2.158036 -1.53 -2.15 0.87 -0.15
C -0.534228 3.732061 -1.043545 0.32 0.37 0.12 0.00
C -1.083675 3.888766 0.240531 0.33 0.19 0.08 -0.22
C -0.326086 4.434968 1.284156 0.08 -0.14 -0.50 -0.22
C 0.992945 4.837207 1.056850 -0.15 -0.14 -0.27 -0.21
C 1.551350 4.693261 -0.215202 -0.50 -0.18 0.05 -0.20
C 0.791622 4.148711 -1.256014 0.04 0.05 0.21 -0.20
C -1.349644 3.704089 -3.523556 1.81 2.43 -0.40 0.75
O -0.675807 4.661369 -3.885454 -1.28 -1.62 -0.12 -0.57
O -2.201445 3.013085 -4.314033 -0.16 -0.25 0.38 -0.46
C -2.837937 2.008152 -3.512388 0.06 -0.09 0.21 -0.10
C -3.903314 0.719469 -0.939705 0.23 -0.27 0.35 -0.21
C -4.250454 -0.187461 0.065039 -0.01 -0.15 0.15 -0.18
H -3.239947 -0.302330 3.981082 -0.05 -0.08 -0.11 0.25
H -1.867941 -1.392483 3.631568 -0.03 -0.03 -0.10 0.24
H -3.260357 -1.984449 4.566870 -0.14 -0.10 -0.29 0.27
H -1.199136 -0.527876 1.534641 -0.06 0.01 -0.09 0.21
H -0.603487 1.081636 -0.229603 -0.13 -0.05 0.03 0.24
H -2.113610 3.599997 0.427809 0.10 0.03 -0.06 0.22
H -0.766808 4.555702 2.269438 0.02 -0.02 -0.15 0.22
H 1.579956 5.268664 1.862781 -0.09 -0.06 -0.10 0.22
H 2.573245 5.011397 -0.400827 -0.15 -0.07 0.00 0.22
H 1.242603 4.057708 -2.240354 -0.19 0.01 0.11 0.23
H -2.648316 1.010228 -3.922707 0.01 0.19 -0.12 0.21
H -3.919298 2.175976 -3.489558 0.09 0.09 -0.19 0.20
H -4.677271 1.044219 -1.627114 0.10 0.00 0.06 0.22
H -5.275201 -0.551512 0.130278 0.25 0.08 0.09 0.25
C 0.339267 -3.401676 2.451494 0.04 -0.05 -0.55 -0.42
N -0.395278 -3.281091 1.193296 0.03 -0.24 1.13 -0.63
C 0.080568 -2.910198 -0.000090 0.13 0.27 -0.97 0.67
O -0.673011 -2.875526 -0.960277 0.13 0.08 -0.64 -0.65
C 1.548706 -2.464920 -0.148004 0.25 0.03 0.09 -0.14
C 1.650157 -0.925704 -0.094969 0.27 -0.21 0.17 -0.38
C 3.017368 -0.356779 0.320062 -0.40 0.32 0.48 -0.22
C 2.981586 1.169366 0.207283 0.08 -0.41 -0.40 -0.60
C 3.344784 -0.701595 1.776457 0.28 -0.40 -0.61 -0.61
N 2.136205 -2.963949 -1.396106 -1.53 0.24 0.26 -0.61
C 3.389406 -3.401908 -1.519344 1.48 -0.50 0.39 0.68
C 3.795941 -3.919256 -2.878959 -0.10 0.07 0.07 -0.71
O 4.194311 -3.407416 -0.596406 -0.22 0.15 0.19 -0.65
H 1.122773 -4.156201 2.355764 0.05 0.06 0.20 0.21
H -0.344246 -3.714655 3.242466 0.00 0.06 -0.18 0.22
H 0.789768 -2.446760 2.724799 0.09 -0.02 0.14 0.19
H -1.377538 -3.545083 1.197518 0.12 0.20 -0.04 0.45
H 2.105056 -2.892359 0.682813 0.30 -0.03 -0.12 0.23
H 1.373650 -0.525664 -1.071974 -0.16 -0.06 -0.05 0.22
H 0.922266 -0.560417 0.626227 -0.23 0.17 0.18 0.18
H 3.799048 -0.735921 -0.336760 0.04 -0.18 -0.01 0.22
H 3.959231 1.578756 0.462648 -0.05 0.13 0.03 0.21
H 2.743419 1.457237 -0.816886 -0.05 0.22 -0.01 0.21
H 2.230103 1.583688 0.880261 -0.04 0.13 0.02 0.20
H 4.282619 -0.223710 2.059688 -0.03 0.01 0.13 0.22
H 2.551613 -0.356402 2.438303 -0.07 0.05 0.11 0.19
H 3.480992 -1.776539 1.885592 0.00 -0.07 0.19 0.22
H 1.522206 -3.022981 -2.194847 -0.15 0.05 0.12 0.41
H 3.677253 -3.129445 -3.617642 -0.05 -0.05 -0.20 0.22
H 3.172049 -4.771516 -3.140437 -0.05 -0.02 -0.20 0.23
H 4.839115 -4.230230 -2.841326 -0.15 0.07 0.05 0.24
```
Positions in Å, forces in eV/Å.

---

This record from the OMol25 dataset describes 2 unconnected molecules or ions with the total composition CH4BrClOSi. The level of theory is ωB97M-V with the def2-TZVPD basis set.

**Largest force on an atom**: 0.0845 Eh/bohr
**E**: -93589.545 eV

```
9
Properties=species:S:1:pos:R:3:forces:R:3:nbo_charge:R:1
C 2.120220 -0.494746 -0.315319 -4.31 0.54 0.00 -0.12
O 0.466872 0.190293 0.590245 3.93 -1.01 0.07 -1.04
Si -0.968083 0.100936 -0.120306 0.70 0.71 -0.94 1.26
Cl 2.331540 -2.120792 0.148156 0.19 0.56 0.27 0.12
Br 3.318974 0.832790 0.049951 0.33 -0.01 0.23 0.24
H 1.586208 -0.430388 -1.282016 0.79 0.08 0.59 0.24
H -2.011923 -0.280822 0.761256 -0.84 -0.96 0.67 -0.21
H -0.668023 -0.668166 -1.331796 -0.57 -0.51 -0.45 -0.25
H -1.404606 1.429195 -0.510746 -0.20 0.61 -0.44 -0.24
```
Positions in Å, forces in eV/Å.

---

This record from the OMol25 dataset describes 8 unconnected molecules or ions with the total composition C24H35N7O8S. The level of theory is ωB97M-V with the def2-TZVPD basis set.

**Largest force on an atom**: 0.0820 Eh/bohr
**E**: -63090.627 eV
**Structure (SMILES)**: C[N+](=O)[O-].C[N+](=O)[O-].O=S1(=O)OCCO1.c1cc[nH]c1.c1cc[nH]c1.c1cc[nH]c1.c1cc[nH]c1.c1cc[nH]c1

```
75
Properties=species:S:1:pos:R:3:forces:R:3:mulliken_charge:R:1
C -1.235960 3.264604 -6.649465 0.37 1.18 -0.96 -0.70
N -0.699073 2.963224 -8.037649 -0.75 -1.68 -0.40 0.81
O -1.287218 2.041853 -8.653217 1.45 2.01 0.88 -0.49
O 0.267004 3.604548 -8.424394 -1.06 -0.79 0.19 -0.50
H -2.259717 2.899812 -6.566022 0.50 -0.35 0.14 0.29
H -1.231046 4.354582 -6.645088 -0.14 0.00 0.23 0.31
H -0.484396 2.954119 -5.923633 -0.36 -0.41 -0.10 0.27
C -0.730243 -2.158483 -13.334428 1.11 0.87 0.47 -0.67
N 0.447923 -2.333629 -14.243323 -0.66 0.15 -4.16 0.83
O 1.549720 -2.513448 -13.809128 0.12 -0.19 1.12 -0.51
O 0.243133 -2.232483 -15.490972 -0.19 -0.18 2.80 -0.51
H -0.847394 -3.051565 -12.720595 -0.25 -0.01 -0.43 0.26
H -1.584876 -1.755505 -13.877852 0.18 -0.65 -0.05 0.31
H -0.342679 -1.375999 -12.682036 -0.31 0.02 0.27 0.29
O -1.559728 -2.022931 -6.330466 0.81 -0.05 -0.51 -0.47
S -0.290915 -2.664838 -6.351291 2.88 -1.15 1.71 1.07
O 0.163179 -3.363714 -5.126425 -1.12 1.32 -3.15 -0.53
O -0.141454 -3.553185 -7.704106 -0.18 0.37 0.75 -0.32
C 1.221582 -3.543404 -8.142787 1.11 -0.82 -0.35 -0.35
C 1.805188 -2.146922 -7.825207 -0.93 -1.24 -0.79 -0.18
O 0.993614 -1.686744 -6.787740 -2.03 0.68 1.73 -0.33
H 1.790946 -4.363321 -7.705012 -0.19 0.10 0.69 0.27
H 1.281843 -3.788863 -9.203084 -0.59 0.39 -0.08 0.32
H 1.638256 -1.549121 -8.721239 0.36 0.45 0.22 0.25
H 2.839867 -2.169461 -7.483107 -0.09 -0.01 -0.23 0.27
C -6.695226 1.791434 -1.692036 -2.07 0.65 0.48 -0.45
C -5.817951 1.889546 -2.781294 1.07 -1.16 0.26 -0.43
C -6.577198 1.762991 -3.884746 -0.65 1.60 -2.68 -0.36
N -7.886189 1.962390 -3.566838 -0.57 -1.31 0.53 0.00
C -8.001400 1.841069 -2.218248 1.04 0.61 1.07 -0.46
H -6.487514 1.772392 -0.632365 0.15 0.01 -0.14 0.37
H -4.740116 1.948404 -2.816230 -0.07 -0.30 0.31 0.37
H -6.367205 1.663314 -4.939425 0.50 0.25 0.11 0.39
H -8.675726 2.072696 -4.186973 0.41 -0.35 -0.02 0.20
H -8.968442 1.883423 -1.739253 0.18 0.00 0.07 0.37
C 3.715757 9.680264 -6.419139 0.28 -0.04 2.60 -0.40
C 2.468704 9.034239 -6.292348 -1.33 0.82 0.51 -0.49
C 1.996040 9.253143 -4.985656 -0.11 -1.08 -0.80 -0.41
N 2.999844 9.809551 -4.257447 -1.27 -0.02 -0.55 0.02
C 3.995514 10.103325 -5.102681 2.00 0.84 -0.98 -0.42
H 4.376292 9.767257 -7.269155 -0.16 -0.03 0.12 0.39
H 1.904832 8.618671 -7.114386 -0.10 -0.06 0.18 0.37
H 1.051106 9.119651 -4.480001 -0.03 -0.48 -0.39 0.36
H 2.885383 10.016065 -3.275431 0.45 0.21 -0.37 0.21
H 4.818921 10.668597 -4.691737 0.26 -0.17 -0.32 0.36
C 1.919421 9.352998 -13.066308 0.32 -0.28 1.14 -0.41
C 2.239086 10.079297 -14.217352 1.15 0.83 -0.03 -0.30
C 2.148524 9.259323 -15.298368 -1.88 0.06 -0.11 -0.51
N 1.575949 8.097638 -14.817709 1.00 -0.52 -1.09 -0.02
C 1.586000 8.075876 -13.452932 -1.17 0.30 -0.70 -0.45
H 2.025841 9.775324 -12.078022 -0.13 -0.38 0.09 0.38
H 2.615155 11.091706 -14.214582 -0.06 -0.04 -0.09 0.37
H 2.141351 9.538420 -16.341651 0.18 -0.36 0.02 0.34
H 1.161207 7.380244 -15.395150 0.42 0.05 0.16 0.21
H 1.195223 7.164733 -13.024542 0.17 0.35 0.62 0.38
C 6.514732 0.896129 -10.474281 -2.40 1.78 1.21 -0.29
C 7.715779 0.292249 -10.305496 1.57 -1.68 -0.57 -0.27
C 8.058873 0.347424 -9.003576 1.16 0.10 1.98 -0.54
N 7.068481 0.999406 -8.251713 0.23 0.10 -2.85 -0.05
C 6.150864 1.394603 -9.216741 -0.64 0.04 -0.68 -0.60
H 5.980975 0.971932 -11.410095 -0.16 0.24 0.24 0.39
H 8.227318 -0.246360 -11.089476 0.34 0.11 0.20 0.38
H 9.020519 0.057587 -8.606551 -0.30 -0.15 0.44 0.35
H 7.106333 1.391436 -7.321674 0.25 -0.28 -0.30 0.24
H 5.333909 2.071118 -9.013479 -0.05 -0.27 0.34 0.40
C -6.656602 -1.998265 -9.580201 -0.03 -0.26 -0.13 -0.28
C -7.770219 -2.488296 -8.870459 -1.26 0.23 -0.84 -0.46
C -8.764966 -2.752211 -9.839871 0.26 -0.63 1.40 -0.50
N -8.238014 -2.568515 -11.077259 0.47 0.75 0.78 0.01
C -6.982901 -2.045265 -10.898995 0.94 -0.44 -1.76 -0.50
H -5.689151 -1.718516 -9.190118 -0.15 0.05 0.01 0.43
H -7.781461 -2.546178 -7.792066 -0.54 -0.15 -0.13 0.38
H -9.791488 -3.085410 -9.799428 0.13 -0.07 0.48 0.36
H -8.723563 -2.776074 -11.938224 0.32 0.28 0.21 0.20
H -6.325693 -1.926589 -11.747755 -0.13 0.24 -0.02 0.35
```
Positions in Å, forces in eV/Å.